1.
C32H36AsFeN5O5S3 | the ωB97M-V functional and the def2-TZVPD basis

Last column: Mulliken charge in e.
Geometry (Å):
Fe1 0.672 2.278 0.579  1.728
O1 -5.396 2.392 -0.996  -0.549
C1 -4.081 2.395 -0.718  0.798
C2 -3.097 2.331 -1.709  -0.149
C3 -1.781 2.343 -1.302  0.056
N1 -1.426 2.378 -0.023  0.575
C4 -2.361 2.519 0.915  0.568
C5 -3.707 2.514 0.621  -0.799
C6 -1.762 2.799 2.278  -0.292
O2 -2.453 2.855 3.272  -0.710
O3 -0.480 2.968 2.201  -0.634
C7 -0.582 2.463 -2.215  -0.335
O4 -0.674 2.276 -3.419  -0.688
O5 0.476 2.785 -1.563  -1.200
H1 -5.542 2.399 -1.947  0.323
H2 -3.328 2.314 -2.766  0.557
H3 -4.436 2.642 1.408  0.621
S1 0.131 0.287 2.250  -0.230
C8 -0.725 -0.771 1.311  0.250
N2 -1.556 -1.690 1.791  0.309
C9 -2.276 -2.585 0.888  -0.787
C10 -2.713 -1.805 -0.322  -0.845
N3 -1.540 -1.193 -0.945  0.778
C11 -1.549 -1.143 -2.421  -1.096
C12 -1.183 -2.482 -3.008  0.388
C13 0.146 -2.900 -3.041  -0.115
C14 0.470 -4.150 -3.542  -0.799
C15 -0.526 -4.993 -4.017  -0.428
C16 -1.849 -4.580 -3.997  -0.788
C17 -2.174 -3.328 -3.494  -0.157
C18 -0.566 -0.701 -0.207  -0.317
S2 0.831 -0.003 -0.797  -0.077
C19 -1.678 -1.975 3.224  -1.650
C20 -0.879 -3.193 3.630  1.095
C21 -1.438 -4.108 4.513  -0.568
C22 -0.718 -5.221 4.925  -0.630
C23 0.565 -5.431 4.446  -0.424
C24 1.125 -4.527 3.555  -0.758
C25 0.409 -3.410 3.150  -0.051
H4 -3.143 -2.973 1.420  0.574
H5 -1.640 -3.430 0.608  0.321
H6 -3.428 -1.019 -0.056  0.283
H7 -3.173 -2.471 -1.049  0.489
H8 -0.878 -0.345 -2.737  0.205
H9 -2.566 -0.869 -2.709  0.643
H10 0.922 -2.240 -2.681  0.390
H11 1.504 -4.466 -3.569  0.421
H12 -0.269 -5.966 -4.411  0.394
H13 -2.626 -5.226 -4.381  0.400
H14 -3.207 -2.998 -3.501  0.410
H15 -2.735 -2.145 3.427  0.418
H16 -1.377 -1.078 3.768  0.449
H17 -2.443 -3.950 4.885  0.375
H18 -1.164 -5.925 5.614  0.394
H19 1.126 -6.300 4.761  0.399
H20 2.125 -4.689 3.175  0.406
H21 0.862 -2.709 2.463  0.401
C26 3.367 1.320 2.823  -1.412
C27 2.843 2.710 2.804  0.414
N4 1.926 3.224 2.005  0.576
C28 1.793 4.554 2.336  -0.922
C29 2.639 4.846 3.350  -0.479
N5 3.292 3.671 3.637  -0.050
H22 3.075 0.787 1.921  0.132
H23 2.987 0.771 3.685  0.375
H24 4.456 1.328 2.868  0.431
H25 1.086 5.194 1.841  0.380
H26 2.830 5.758 3.883  0.435
H27 3.994 3.541 4.345  0.207
C30 2.298 4.264 -3.273  -1.099
As1 3.047 2.670 -2.522  1.064
C31 4.925 2.854 -2.911  -1.139
C32 2.511 1.146 -3.548  -1.025
S3 3.039 2.456 -0.394  -0.542
H28 2.728 4.381 -4.268  0.445
H29 2.594 5.101 -2.643  0.346
H30 1.219 4.185 -3.328  0.304
H31 5.070 2.985 -3.982  0.417
H32 5.448 1.961 -2.572  0.364
H33 5.311 3.719 -2.375  0.376
H34 2.851 1.303 -4.572  0.543
H35 1.428 1.045 -3.524  0.192
H36 3.006 0.276 -3.119  0.322

## Properties
**Energy**: -179185.7273 eV
**Multiplicity**: 6
**Charge**: +1
**<S²>**: 8.7635


2.
C32H36IN6O3S2 | the ωB97M-V functional and the def2-TZVPD basis

Last column: Mulliken charge in e.
Geometry (Å):
C1 -2.722 -0.456 -1.071  -1.091
C2 -1.599 0.401 -0.868  -0.239
C3 -0.197 1.266 -0.578  1.623
C4 -0.121 1.618 1.022  -1.120
C5 1.119 2.619 1.437  0.135
C6 1.646 2.221 2.938  -0.757
S1 3.383 1.512 3.000  -0.091
C7 3.643 0.156 1.734  -0.070
S2 2.525 -1.169 1.777  -0.114
N1 4.760 0.130 0.715  0.114
C8 4.750 1.329 -0.207  -0.025
C9 5.753 2.551 0.227  -0.420
O1 7.047 2.130 0.786  -0.405
C10 6.865 1.212 1.931  -0.141
C11 6.117 -0.134 1.329  -0.630
N2 0.943 0.276 -0.861  -0.622
I1 1.096 -0.164 -2.870  0.092
C12 -0.095 2.602 -1.558  0.279
O2 -1.165 3.217 -2.112  -0.685
O3 1.243 3.207 -1.852  -0.652
H1 -3.365 -1.462 -1.044  0.317
H2 -1.119 2.079 1.441  0.313
H3 0.071 0.596 1.590  0.361
H4 0.644 3.710 1.527  0.389
H5 1.969 2.702 0.635  -0.047
H6 1.682 3.236 3.564  0.285
H7 0.825 1.553 3.443  0.377
H8 5.123 0.948 -1.273  0.270
H9 3.681 1.780 -0.363  -0.123
H10 5.137 3.257 0.958  0.221
H11 5.919 3.206 -0.757  0.317
H12 6.262 1.678 2.819  0.195
H13 7.942 0.873 2.315  0.258
H14 6.819 -0.511 0.441  0.265
H15 6.100 -1.024 2.117  0.301
H16 1.840 0.596 -0.435  0.066
N3 -1.232 -3.187 -4.434  -0.359
C13 -1.616 -2.272 -5.351  -0.206
C14 -1.421 -2.420 -6.715  -0.504
C15 -0.792 -3.574 -7.169  -0.135
C16 -0.383 -4.534 -6.248  -0.359
C17 -0.625 -4.298 -4.904  -0.232
H17 -2.100 -1.387 -4.948  0.415
H18 -1.752 -1.654 -7.407  0.356
H19 -0.621 -3.725 -8.231  0.347
H20 0.111 -5.444 -6.570  0.343
H21 -0.328 -5.018 -4.147  0.333
N4 -5.794 -1.867 0.037  -0.413
C18 -5.898 -0.523 0.120  -0.122
C19 -6.494 0.140 1.182  -0.827
C20 -7.020 -0.621 2.221  -0.100
C21 -6.929 -2.008 2.163  -0.455
C22 -6.312 -2.579 1.062  -0.241
H22 -5.476 0.026 -0.716  0.707
H23 -6.548 1.223 1.197  0.367
H24 -7.495 -0.137 3.069  0.356
H25 -7.329 -2.628 2.957  0.367
H26 -6.213 -3.657 0.973  0.368
N5 -8.295 0.173 -2.228  -0.467
C23 -8.679 1.088 -3.146  -0.226
C24 -8.484 0.940 -4.510  -0.369
C25 -7.855 -0.214 -4.963  -0.170
C26 -7.446 -1.174 -4.043  -0.586
C27 -7.688 -0.938 -2.699  -0.071
H27 -9.163 1.973 -2.742  0.356
H28 -8.815 1.706 -5.201  0.341
H29 -7.684 -0.365 -6.025  0.357
H30 -6.952 -2.084 -4.364  0.369
H31 -7.391 -1.658 -1.942  0.456
N6 6.702 1.832 6.201  -0.519
C28 5.966 0.868 5.605  -0.144
C29 6.121 -0.486 5.856  -0.533
C30 7.093 -0.878 6.771  -0.321
C31 7.868 0.091 7.400  -0.350
C32 7.636 1.420 7.086  -0.234
H32 5.224 1.224 4.897  0.646
H33 5.501 -1.217 5.350  0.424
H34 7.245 -1.931 6.992  0.362
H35 8.633 -0.183 8.117  0.353
H36 8.212 2.214 7.553  0.370

## Properties
**Energy**: -78610.8372 eV
**Charge**: -1


3.
C32H36N | the ωB97M-V functional and the def2-TZVPD basis

Last column: Mulliken charge in e.
Geometry (Å):
C1 -0.719 -0.502 -0.954  -0.996
C2 -1.322 -1.441 -0.118  0.489
C3 -2.718 -1.203 0.366  0.882
C4 -3.239 0.114 0.369  -0.332
C5 -4.547 0.370 0.785  -0.757
C6 -5.349 -0.654 1.285  -0.488
C7 -4.850 -1.956 1.308  -0.774
C8 -3.565 -2.241 0.832  -0.336
C9 -0.553 -2.637 0.369  0.252
C10 0.312 -3.363 -0.485  0.101
C11 0.920 -4.534 -0.042  -0.835
C12 0.645 -5.010 1.237  -0.622
C13 -0.120 -4.255 2.120  -1.049
C14 -0.707 -3.059 1.711  -0.483
C15 0.728 -0.445 -1.270  0.601
C16 1.075 -0.657 -2.768  -1.076
C17 2.356 -1.167 -3.034  -0.226
C18 2.819 -1.115 -4.350  -0.825
C19 1.998 -0.672 -5.409  -0.488
C20 0.692 -0.258 -5.123  -0.900
C21 0.210 -0.289 -3.809  0.006
C22 1.194 1.281 -0.839  0.320
C23 1.458 2.079 -2.144  -1.307
C24 1.850 3.574 -2.050  -1.038
C25 0.809 4.327 -1.204  -1.076
C26 0.757 3.690 0.217  -0.742
C27 0.889 2.188 0.276  0.695
N1 0.905 1.740 1.571  0.306
C28 0.665 2.681 2.647  -0.803
C29 0.762 2.062 4.076  -0.942
C30 0.116 0.709 4.164  -0.833
C31 0.789 -0.215 3.155  -0.781
C32 0.723 0.307 1.743  -0.213
H1 -1.345 0.254 -1.475  0.568
H2 -2.592 0.927 0.017  0.247
H3 -4.902 1.399 0.732  0.388
H4 -6.325 -0.416 1.705  0.396
H5 -5.476 -2.751 1.710  0.394
H6 -3.235 -3.283 0.774  0.476
H7 0.463 -3.007 -1.519  0.487
H8 1.582 -5.055 -0.738  0.436
H9 1.058 -5.969 1.537  0.408
H10 -0.303 -4.608 3.134  0.449
H11 -1.317 -2.470 2.409  0.826
H12 1.132 -1.351 -0.776  1.191
H13 3.005 -1.512 -2.213  0.369
H14 3.800 -1.492 -4.565  0.429
H15 2.320 -0.684 -6.466  0.392
H16 0.002 0.007 -5.929  0.413
H17 -0.800 0.068 -3.564  0.426
H18 2.068 0.449 -0.540  0.669
H19 2.252 1.585 -2.690  0.251
H20 0.582 2.031 -2.813  0.437
H21 2.847 3.677 -1.584  0.374
H22 1.927 4.079 -3.032  0.390
H23 1.059 5.398 -1.077  0.408
H24 -0.194 4.287 -1.656  0.398
H25 -0.135 4.086 0.750  0.387
H26 1.623 4.157 0.773  0.451
H27 -0.331 3.130 2.567  0.455
H28 1.392 3.493 2.638  0.355
H29 0.309 2.776 4.777  0.406
H30 1.833 1.996 4.343  0.389
H31 0.263 0.301 5.164  0.392
H32 -0.964 0.773 3.986  0.332
H33 1.846 -0.340 3.406  0.426
H34 0.340 -1.212 3.153  0.187
H35 -0.249 0.050 1.267  0.190
H36 1.483 -0.222 1.157  0.078

## Properties
**Energy**: -35249.7113 eV
**Charge**: +1
**SMILES string**: C(=C(c1ccccc1)c1ccccc1)[C@@H](c1ccccc1)[C@H]1CCCCC1=[N+]1CCCCC1
**Energy above the lowest of the compared OMol25 structures with the same formula, charge and spin**: 121.9 kJ/mol


Question: Look up the energy of the first one.
Answer: -179185.7273 eV


Question: What is the energy in the third record?
Answer: -35249.7113 eV


Question: Which value of charge does entry 2 give?
Answer: -1


Question: Which of these has the highest energy?
Answer: C32H36N